a | Density functional theory data (the ωB97M-V functional and the def2-TZVPD basis) for CH5O2 as an isolated structure.

The HOMO-LUMO gap comes out at 7.94 eV.

```
! wB97M-V def2-TZVPD RIJCOSX def2/J DEFGRID3
* xyz -1 1
O 0.90804 1.23452 -0.92950
H -1.06758 -1.89883 1.00189
H -0.59468 -1.51516 -0.69515
O 0.09387 -0.23166 0.78740
C -0.86825 -1.07575 0.28017
H 0.27668 1.94172 -0.83900
H 0.56043 0.51613 -0.16078
H -1.86503 -0.57832 0.18218
*
```

***

b | Density functional theory data (the ωB97M-V functional and the def2-TZVPD basis) for a 2-piece molecular cluster, CH5O2 overall.

The HOMO-LUMO gap comes out at 7.96 eV.

```
! wB97M-V def2-TZVPD RIJCOSX def2/J DEFGRID3
* xyz -1 1
O -1.24619 -0.38943 1.72323
H 0.14208 1.12163 -1.03426
H -0.09463 -0.49466 1.01488
O 0.82682 -0.12512 0.40943
H -0.23304 -0.61245 -1.28635
C 0.56643 0.09393 -0.93914
H -1.39596 0.53655 1.61538
H 1.43449 -0.13046 -1.50317
*
```

***

Which of them is the most stable, and which is the least stable? a and b, in that order.

***

a | Density functional theory data (the ωB97M-V functional and the def2-TZVPD basis) for an isolated ion of composition C7H12NO and charge +1.

The HOMO-LUMO gap (alpha / beta) comes out at 8.72 / 8.72 eV. Its SMILES is C[C@@H]1CC=C[N+](=O)[C@H]1C.

```
! wB97M-V def2-TZVPD RIJCOSX def2/J DEFGRID3
* xyz 1 1
H -1.36992 -0.35494 -2.63392
C 1.73513 1.17975 0.62354
H -1.28298 1.79896 0.03449
H -0.41261 -2.27342 1.11046
H 1.04420 -1.66739 -0.99564
H 0.47470 2.45006 1.64260
H 2.59977 1.74967 0.83811
C -0.74267 0.97520 0.51814
H -1.42121 0.68924 1.32110
N 2.03461 0.11141 -0.20596
H 1.42520 -2.54298 1.26315
O 3.00700 -0.17027 -0.85646
C -0.85924 0.40269 -1.92649
H -1.56032 1.22870 -1.75382
H 0.49339 -1.23863 1.98830
C 0.48883 1.60387 0.96922
H 0.15406 0.69350 -2.45335
H -1.26292 -1.01086 -0.45456
C 0.54417 -1.78513 1.12482
C 0.65151 -1.04025 -0.17192
C -0.58441 -0.21469 -0.50950
*
```

***

b | Density functional theory data (the ωB97M-V functional and the def2-TZVPD basis) for an isolated ion of composition C7H12NO and charge +1.

The HOMO-LUMO gap comes out at 7.79 eV. Its SMILES is C/C(O)=C/C=C\C=C\[NH3+].

```
! wB97M-V def2-TZVPD RIJCOSX def2/J DEFGRID3
* xyz 1 1
C -0.56344 -1.83730 0.11394
O -0.93035 0.83008 1.11986
H -3.69569 0.62407 -0.52895
H 3.53577 0.88831 -1.11549
C -2.91759 1.24457 -0.23305
N 2.76456 1.12747 -0.48022
H 2.51914 2.07003 -0.83847
H -1.03505 -2.86522 0.00303
H 3.15707 1.34658 0.44797
H 1.06520 -2.54113 1.35904
H -0.25070 0.13957 1.13465
C -1.59181 -0.88899 -0.29308
C 0.60809 -1.67141 0.77848
H 2.16935 -0.55291 1.39488
H 1.55649 -0.09667 -1.53560
C 1.76758 0.08745 -0.52831
C 1.57515 -0.62409 0.57123
C -1.84745 0.30388 0.23617
H -2.46789 1.73457 -1.10448
H -2.28523 -1.31323 -0.96514
H -3.13318 1.99438 0.46354
*
```

***

Which of them is the most stable, and which is the least stable? b and a, in that order.

***

a | Density functional theory data (the ωB97M-V functional and the def2-TZVPD basis) for one molecule with the formula C4H11BO2.

The HOMO-LUMO gap comes out at 10.12 eV.

```
! wB97M-V def2-TZVPD RIJCOSX def2/J DEFGRID3
* xyz 0 1
H -1.75323 -0.35191 1.45591
C 2.09778 0.08986 0.36760
H -2.34491 1.26221 1.11420
C -0.67464 0.34608 -0.22718
B 0.87458 0.35085 -0.48279
H -0.15652 1.44920 -1.74925
O 1.16603 -0.32021 -2.08336
H 1.96412 -0.88238 0.77482
H 2.05460 -0.56167 -2.09548
H -1.09047 -0.26446 -2.14056
C -1.40288 0.62151 1.28280
H -2.48377 0.34825 -1.46231
H 3.10758 0.26595 -0.06077
C -1.63335 -0.21172 -1.23138
H -1.74135 -1.26970 -0.86123
O -0.06454 1.57705 -0.79221
H 2.02482 0.78732 1.19842
H -0.69711 0.96161 2.00885
*
```

***

b | Density functional theory data (the ωB97M-V functional and the def2-TZVPD basis) for one molecule with the formula C4H11BO2.

The HOMO-LUMO gap comes out at 9.22 eV. Its SMILES is CB(O)C(C)(C)O.

```
! wB97M-V def2-TZVPD RIJCOSX def2/J DEFGRID3
* xyz 0 1
C -1.14757 -0.23515 1.52414
H 1.20251 -1.84466 0.27044
O 1.59792 1.54512 0.27258
H -0.57633 2.34538 0.13121
H 2.71120 -0.94306 0.26682
C 1.82543 -0.95612 -0.24797
C -0.66272 0.46561 -0.14544
H -1.33865 0.26800 -2.09944
H 2.13186 -1.18798 -1.27899
H -0.85455 -1.35270 1.50496
B 0.93692 0.38818 -0.10857
H -2.12253 -0.08010 1.40969
H 2.57889 1.71186 0.29822
H -2.30483 -0.44976 -0.86300
O -1.18511 1.72424 -0.14632
H -0.50073 0.27393 2.12102
H -0.95464 -1.30482 -1.65800
C -1.33706 -0.36797 -1.25136
*
```

***

Which of them is the most stable, and which is the least stable? b and a, in that order.

***

a | Density functional theory data (the ωB97M-V functional and the def2-TZVPD basis) for a 2-piece molecular cluster, C2H6O2S overall.

The HOMO-LUMO gap comes out at 9.66 eV. Its SMILES is O=CO.CS.

```
! wB97M-V def2-TZVPD RIJCOSX def2/J DEFGRID3
* xyz 0 1
S 3.85029 -1.15212 0.17207
H -3.10160 2.45022 -1.76288
C -4.13935 1.37462 -0.52692
H 3.26188 -2.19943 2.09324
H -3.42759 1.76795 0.20845
O -5.08231 0.66470 -0.39953
O -3.80586 1.81332 -1.78114
H 5.16430 -0.93122 -0.08086
H 4.99176 -1.60138 2.33903
H 3.67100 -0.50111 2.48299
C 3.99358 -1.40498 1.96994
*
```

***

b | Density functional theory data (the ωB97M-V functional and the def2-TZVPD basis) for one molecule with the formula C2H6O2S.

The HOMO-LUMO gap comes out at 10.30 eV.

```
! wB97M-V def2-TZVPD RIJCOSX def2/J DEFGRID3
* xyz 0 1
H -0.45412 -1.02442 1.20913
H -0.25398 -2.53943 0.07705
O 0.24972 1.91681 0.56750
C -0.38374 -1.48022 0.19281
H -0.12341 1.63976 -1.50832
H -1.16845 0.81953 -0.37249
S 0.91722 -0.38148 -0.62787
O 1.80341 -0.08106 0.56970
H 0.84651 1.27143 1.01980
H -1.29420 -1.24792 -0.59032
C -0.13897 1.10702 -0.53698
*
```

***

Which of them is the most stable, and which is the least stable? a and b, in that order.